(1)
61
Properties=species:S:1:pos:R:3 method="wB97M-V/def2-TZVPD" de_lowest_kcal_mol=3.2 smiles="CCCCn1c(N)c(N(Cc2ccccc2OC)C(=O)COc2ccc(F)cc2Cl)c(=O)[nH]c1=O" total_charge=0 orbital_gap_ev=8.86
H 2.699 -1.120 1.984
C 0.429 0.828 -0.778
H 4.344 1.925 -2.303
C -4.029 1.888 -0.719
N 0.308 -1.990 1.608
C 3.674 3.408 -0.324
O -1.131 1.718 1.458
O 0.802 1.970 -0.977
H 4.678 3.570 -0.729
C 3.354 -0.173 0.177
C -2.580 -3.638 1.122
H -0.063 -3.804 -0.019
H 3.359 0.526 2.217
H 3.482 4.135 0.463
C -0.758 -3.270 -0.669
H -1.390 4.326 0.699
H 0.346 3.082 0.956
C 3.467 -1.365 -0.515
H 3.204 -2.288 -0.016
H -4.774 1.218 -1.116
H -0.556 -3.558 -1.705
O -1.287 -1.628 -2.715
H -0.332 -2.752 1.761
C -4.039 3.233 -1.050
N -0.329 0.176 -1.749
C -4.026 -4.077 1.323
C -2.214 -3.633 -0.361
O 3.558 2.150 0.294
H 2.927 3.519 -1.116
C -3.098 4.108 -0.546
H -4.279 -4.084 2.380
C 0.637 0.031 0.396
C 2.768 -0.115 1.559
H -2.395 -4.629 -0.768
H -4.700 -3.394 0.813
H 3.989 -2.323 -2.358
C -0.738 -1.128 -1.762
C 4.211 -0.196 -2.460
H 0.510 -1.437 2.428
C -2.055 2.286 0.647
H -2.860 -2.936 -0.896
H -0.513 0.699 -2.598
N 1.437 0.501 1.472
C 4.105 1.010 -1.787
C 3.903 -1.386 -1.829
H -2.467 -2.636 1.540
H -3.137 5.151 -0.813
C -2.113 3.633 0.303
F -4.999 3.691 -1.877
Cl -3.001 -0.224 0.568
C 0.136 -1.251 0.474
C 1.208 1.624 2.193
C 3.682 1.035 -0.462
C 0.005 2.482 1.810
H -0.219 3.141 2.658
H -1.923 -4.328 1.660
N -0.471 -1.841 -0.602
H -4.182 -5.077 0.925
C -3.038 1.433 0.126
O 1.938 1.980 3.095
H 4.537 -0.198 -3.489

(2)
61
Properties=species:S:1:pos:R:3 method="wB97M-V/def2-TZVPD" total_charge=0 orbital_gap_ev="7.14 / 7.12"
H -1.101 2.281 2.817
Ni -0.254 -0.254 0.255
C 3.628 -0.718 1.341
H -3.983 -5.724 -1.129
H -4.852 0.399 0.781
H 1.848 -0.002 -1.998
C -3.184 -3.014 1.487
O 0.113 1.725 0.027
C -2.993 -5.266 0.710
Cl -2.389 -6.893 0.906
H -2.910 -2.262 2.212
H 0.623 3.924 -0.823
H -2.840 6.425 -0.195
H 3.644 -1.427 4.660
C -2.167 5.710 0.275
H -1.694 6.211 1.122
H -1.608 4.692 -1.544
O -4.533 -1.481 0.161
C -3.770 -4.957 -0.397
H 3.082 3.219 2.797
H -6.090 -2.984 -1.486
S -0.801 2.820 0.603
C 3.263 -1.249 3.664
C 2.139 3.524 2.342
H 2.303 3.569 1.265
C -0.383 2.947 2.348
H 0.469 4.847 0.686
C -2.690 -4.303 1.648
H 1.041 2.349 3.783
C 1.318 -1.079 2.215
C -4.217 -0.443 1.057
H -4.638 -2.499 -2.330
C 1.040 2.537 2.707
H 1.249 1.576 2.234
C 4.390 -0.393 0.196
I 0.605 -1.661 5.058
H 1.916 4.533 2.695
C -4.268 -3.678 -0.576
O -2.434 0.865 1.877
C 4.134 -0.967 2.645
C 3.772 -0.148 -0.999
C -3.978 -2.709 0.390
C -0.081 4.315 -0.089
C -1.126 5.218 -0.717
C -2.776 0.043 1.041
C -5.094 -3.320 -1.777
C 2.237 -0.781 1.165
H 5.468 -0.338 0.277
H -5.197 -4.176 -2.441
C 1.869 -1.306 3.460
C 2.370 -0.209 -1.073
O -2.027 -0.468 0.124
H -0.622 3.978 2.624
H -0.603 6.074 -1.149
H -4.463 -0.721 2.086
N 1.641 -0.517 -0.031
H -2.065 -4.544 2.496
I 6.173 -0.885 3.045
O 0.056 -1.073 1.931
H 4.341 0.098 -1.884
H -2.778 4.893 0.665

(3)
61
Properties=species:S:1:pos:R:3 method="wB97M-V/def2-TZVPD" total_charge=+3 orbital_gap_ev="6.45 / 7.52" spin_multiplicity=4 s2=3.850
C 3.026 0.852 -0.511
H -4.001 -1.242 -3.999
C 1.394 -0.879 1.662
C -0.744 2.181 1.064
H -5.412 -0.945 -3.057
S -1.917 -0.809 -2.289
P 1.075 -1.011 -0.087
C 2.666 -0.740 -2.316
H -0.899 1.615 1.974
C 4.015 1.463 -1.263
H 1.608 5.927 -0.738
H -0.717 -0.527 2.138
C -0.164 -3.327 -0.170
N -1.231 -2.591 0.203
H -0.736 1.657 -2.179
C 2.663 -1.081 2.211
N 0.784 6.405 -0.418
H -3.193 -2.641 0.901
C -2.357 -3.253 0.594
H 3.919 -0.495 -4.034
N -3.403 -0.090 0.208
H 1.804 -3.168 -0.753
C -0.320 4.243 -0.050
H 3.803 -1.219 4.018
C 2.823 -1.063 3.588
H -0.385 -0.482 4.545
C -3.620 -0.759 -2.075
C -2.455 -4.611 0.620
C -1.342 -5.361 0.217
C 3.662 -0.121 -3.053
C -0.312 5.755 0.015
H 0.786 7.414 -0.393
N -4.195 -0.481 -0.891
H -5.195 -0.335 -0.815
H -0.253 4.069 -2.199
N -0.853 1.512 -0.112
H -3.781 -0.546 1.040
C -0.375 3.556 -1.254
Cr -1.230 -0.524 -0.063
O -1.322 6.263 0.440
C -0.194 -4.720 -0.176
N 0.969 -2.626 -0.561
H -1.382 -6.442 0.221
H 3.522 -1.244 1.570
C 4.334 0.975 -2.525
H 0.683 -5.275 -0.483
H -0.474 4.026 2.092
C -0.491 3.527 1.132
H 2.142 -1.590 -2.737
C 0.307 -0.669 2.516
C 1.731 -0.845 4.420
C -0.648 2.204 -1.252
N -4.403 -1.001 -3.104
H 1.867 -0.834 5.493
C 2.362 -0.264 -1.035
C 0.461 -0.645 3.890
H -3.368 -5.084 0.950
H -3.504 0.918 0.347
H 5.119 1.449 -3.101
H 4.554 2.309 -0.857
H 2.798 1.220 0.482

(4)
75
Properties=species:S:1:pos:R:3 method="wB97M-V/def2-TZVPD" smiles="C#Cc1cc([PH2]=N)c2nsnc2c1.CCOC(=O)C(F)(F)F.CCOC(=O)C(F)(F)F.CCOC(=O)C(F)(F)F.CCOC(=O)C(F)(F)F" total_charge=0 orbital_gap_ev=6.23
H -2.104 8.744 0.087
H -1.312 2.395 -1.765
F 0.528 4.582 1.621
C 2.175 -6.695 -0.034
C 1.901 1.276 -5.516
F 1.201 1.191 -6.684
C -0.669 3.160 -2.217
H 3.382 -8.565 -4.077
O -2.660 9.941 1.714
C 2.594 -2.209 -2.864
H -1.753 3.309 -4.081
H -0.024 9.926 2.030
O 3.693 -0.377 -5.236
H 0.815 -12.895 -2.086
N 0.452 -4.794 1.458
F -1.130 5.998 1.603
C 2.511 -0.066 -5.113
C -3.405 -3.421 6.036
F -0.533 -6.573 6.019
C 3.279 -5.930 -1.013
H -3.230 -3.228 7.101
H 0.361 8.903 0.624
O -2.478 -4.396 5.532
F 1.028 1.759 -4.586
C -0.315 -5.389 5.379
N 4.663 -5.763 -3.184
H -4.405 -3.858 5.947
H -0.757 4.734 -3.695
C -4.160 11.796 1.697
C -1.747 9.030 1.084
H -0.459 -5.122 1.894
C 1.984 -2.224 -4.254
F 2.833 2.252 -5.702
C 0.963 -11.727 -2.287
C -1.407 3.960 -3.274
N 3.976 -4.607 -0.709
C -3.334 -2.146 5.216
H -2.275 4.473 -2.847
C 1.336 -10.352 -2.368
C -0.993 4.435 -0.231
H -4.094 -1.432 5.546
O -2.883 11.073 -0.270
H -2.351 -1.672 5.307
C -3.168 10.934 0.917
H -0.330 10.523 0.404
P 1.551 -6.009 1.642
H 1.894 -1.778 -2.141
O -2.173 4.097 -0.178
F -5.352 11.160 1.889
C -0.352 9.625 1.030
F -3.705 12.131 2.939
H 1.098 -2.868 -4.257
O -0.126 4.031 -1.213
H 2.855 -3.222 -2.545
H 3.499 -1.593 -2.836
H -1.734 8.120 1.694
H 0.824 -8.737 0.116
C 1.593 -8.134 -0.564
O -0.786 -3.373 6.697
C 3.075 -8.110 -3.033
H 0.177 2.639 -2.677
F -4.452 12.971 1.073
C 3.673 -6.657 -2.466
H 0.819 -7.056 2.367
H 2.680 -2.630 -4.997
C -1.178 -4.262 5.945
F -0.554 -5.623 4.056
F 0.531 6.249 0.215
S 4.973 -4.387 -2.139
H -3.486 -2.362 4.154
O 1.546 -0.908 -4.626
C -0.274 5.312 0.794
F 1.021 -5.141 5.482
H 2.661 -5.572 2.450
C 2.005 -8.864 -1.998